{
  "formula": "C2H4N2OS",
  "method": "ωB97M-V/def2-TZVPD",
  "smiles": "N#CC(N)=O.S",
  "multiplicity": 1,
  "gap_ev": 10.55,
  "lumo_energy_ev": 0.122,
  "charge": 0,
  "species": ["N", "C", "C", "N", "O", "H", "H", "S", "H", "H"],
  "xyz": [[-1.028, 2.611, -4.121], [-0.303, 2.598, -3.219], [0.593, 2.610, -2.015], [0.604, 1.435, -1.414], [1.311, 3.565, -1.745], [1.006, 1.328, -0.475], [-0.280, 0.933, -1.544], [-0.529, -1.295, 1.607], [0.125, -0.113, 1.792], [-0.252, -1.130, 0.322]],
  "forces_ev_per_a": [[0.84, -0.06, 0.99], [-0.70, 0.38, -0.60], [1.73, 2.76, -0.78], [-1.33, -2.21, 1.56], [-1.22, -1.12, -0.46], [-0.05, 0.43, -0.81], [0.72, -0.16, 0.10], [0.42, 0.85, 0.19], [-0.33, -0.51, 0.37], [-0.08, -0.36, -0.55]]
}


{
  "formula": "C2H4N2OS",
  "method": "ωB97M-V/def2-TZVPD",
  "smiles": "O/N=C/C=N\\S",
  "multiplicity": 1,
  "gap_ev": 9.30,
  "lumo_energy_ev": 0.237,
  "charge": 0,
  "species": ["O", "N", "C", "C", "N", "S", "H", "H", "H", "H"],
  "xyz": [[-0.314, 1.877, -1.849], [-0.879, 0.771, -1.235], [-0.266, 0.453, -0.190], [-0.601, -0.732, 0.527], [0.083, -1.537, 1.210], [1.720, -0.952, 1.488], [-0.738, 2.012, -2.683], [0.427, 1.176, 0.253], [-1.633, -0.879, 0.700], [2.200, -2.189, 1.778]],
  "forces_ev_per_a": [[0.66, 0.18, 1.56], [-0.44, -0.29, -1.87], [1.36, 2.10, 0.74], [-1.48, -0.60, 0.84], [1.94, 0.57, 0.79], [-0.08, -1.31, -0.28], [-0.83, -0.27, -0.65], [0.44, -0.32, -0.33], [-1.46, -0.60, -0.79], [-0.10, 0.53, 0.01]]
}


{
  "formula": "C2H4N2OS",
  "method": "ωB97M-V/def2-TZVPD",
  "smiles": "C=NSC(N)=O",
  "multiplicity": 1,
  "gap_ev": 10.21,
  "lumo_energy_ev": 0.739,
  "charge": 0,
  "species": ["C", "N", "S", "C", "N", "O", "H", "H", "H", "H"],
  "xyz": [[2.249, -0.227, 0.015], [1.022, 0.043, -0.047], [-0.017, -1.327, 0.005], [-1.538, -0.446, 0.005], [-1.564, 0.904, -0.003], [-2.546, -1.100, -0.010], [2.962, 0.584, -0.021], [2.640, -1.228, -0.033], [-2.484, 1.336, -0.129], [-0.725, 1.461, 0.218]],
  "forces_ev_per_a": [[0.45, 0.37, -0.63], [-0.34, -0.49, 0.46], [0.36, 0.74, -0.06], [-0.65, 0.57, 0.01], [0.78, 1.04, 0.17], [-0.79, -0.92, -0.13], [0.08, 0.22, 0.11], [0.25, -0.54, 0.26], [0.78, -0.35, 0.29], [-0.92, -0.62, -0.48]]
}


{
  "formula": "C2H4N2OS2",
  "method": "ωB97M-V/def2-TZVPD",
  "multiplicity": 1,
  "gap_ev": 8.68,
  "lumo_energy_ev": -0.038,
  "charge": 0,
  "species": ["C", "C", "H", "H", "H", "H", "N", "N", "O", "S", "S"],
  "xyz": [[0.855, -2.013, -0.028], [-1.664, 0.196, 0.848], [2.411, -0.043, -2.688], [0.919, -3.010, 0.260], [0.575, 1.032, 0.714], [-2.458, -0.786, 0.872], [1.238, -1.416, -1.129], [-0.216, -0.025, 0.742], [0.233, -1.258, 1.089], [1.775, 0.264, -1.493], [-2.126, 1.852, 0.863]],
  "forces_ev_per_a": [[-0.26, 7.10, -2.41], [1.45, 1.05, -0.24], [-0.59, -0.10, 1.02], [-0.04, -1.72, -0.06], [-3.43, -4.27, 0.48], [2.84, 2.78, -0.03], [0.73, -1.58, 2.28], [-1.59, 3.72, -0.32], [1.47, -1.72, -0.78], [-0.96, -2.17, 0.13], [0.38, -3.10, -0.07]]
}


{
  "formula": "C2H4N2P2",
  "method": "ωB97M-V/def2-TZVPD",
  "multiplicity": 1,
  "gap_ev": [8.19, 8.01],
  "lumo_energy_ev": [-1.140, -0.916],
  "charge": 0,
  "species": ["C", "C", "N", "N", "P", "P", "H", "H", "H", "H"],
  "xyz": [[-0.418, 1.205, -0.330], [0.099, -0.064, -0.570], [-1.675, 1.100, 0.011], [-2.126, -0.148, 0.046], [-1.023, -1.379, -0.306], [3.174, -0.791, -0.114], [0.065, 2.118, -0.138], [-2.938, -0.331, 0.539], [2.415, -1.862, 0.113], [2.427, 0.152, 0.749]],
  "forces_ev_per_a": [[-0.30, -2.16, 0.26], [0.48, -1.43, -0.07], [-1.84, 1.10, 1.05], [2.40, -0.02, -1.07], [1.28, 1.19, -0.49], [0.29, 2.74, -0.22], [0.54, 1.05, -0.48], [-2.11, 0.17, 0.76], [-1.33, -1.59, 0.70], [0.59, -1.05, -0.44]]
}


{
  "formula": "C2H4N2S",
  "method": "ωB97M-V/def2-TZVPD",
  "multiplicity": 1,
  "gap_ev": 8.37,
  "lumo_energy_ev": -0.980,
  "charge": 0,
  "species": ["C", "C", "N", "N", "S", "H", "H", "H", "H"],
  "xyz": [[-2.899, 0.373, 0.206], [1.780, -0.654, -0.013], [-3.529, -0.379, -0.359], [0.020, 1.414, 0.161], [1.084, 0.943, -0.743], [1.436, -1.552, -0.534], [1.554, -0.650, 1.049], [2.859, -0.716, -0.125], [-2.305, 1.220, 0.357]],
  "forces_ev_per_a": [[0.33, 0.87, -0.46], [0.38, 0.18, -0.51], [-1.10, -1.60, -0.40], [-0.30, 0.38, -0.02], [0.45, -1.23, 0.52], [-0.52, 0.28, 0.11], [-0.33, -0.04, -0.04], [0.32, 0.44, -0.08], [0.77, 0.72, 0.87]]
}


Number 1: molar mass 104.13 u. Number 2: molar mass 104.13 u. Number 3: molar mass 104.13 u. Number 4: molar mass 136.20 u. Number 5: molar mass 118.02 u. Number 6: molar mass 88.14 u.